28
Properties=species:S:1:pos:R:3:lowdin_charge:R:1 method="wB97M-V/def2-TZVPD" e_above_lowest_ev=0.0000 e_tot_ha=-1778.2671 charge=-2 mol_weight_g_mol=528.17 e_homo_ev=-1.72 orbital_gap_ha=0.2166
Au -1.28689 -2.07201 -1.31155 0.83
O -2.12694 -5.70351 -3.01952 -0.42
S -2.42393 -4.30674 -2.70881 0.19
O -3.78321 -3.91957 -3.10105 -0.44
O -2.23581 -4.05049 -1.20806 -0.56
O -1.40425 -3.37969 -3.32632 -0.53
N 0.06756 4.15191 1.74425 0.16
C -0.95898 3.86116 0.89514 -0.50
O -1.78724 4.70068 0.58445 0.03
C -1.01952 2.44804 0.39509 -0.14
C -0.07159 1.48711 0.70970 0.01
C -0.19417 0.21534 0.17966 -0.09
N -1.20028 -0.12834 -0.63604 -0.12
C -2.12261 0.79752 -0.94059 -0.12
C -2.06634 2.08495 -0.44627 -0.01
H 0.21142 5.12727 1.93997 0.10
H 0.86025 3.53806 1.81486 0.09
H 0.79296 1.63415 1.34483 0.09
H 0.54441 -0.55575 0.38066 0.07
H -2.91447 0.47419 -1.60182 0.11
H -2.81895 2.81228 -0.71456 0.11
F 5.10207 -0.76955 2.06537 0.10
C 4.24028 -1.56200 1.39166 -0.54
F 4.12648 -2.69469 2.12126 0.11
F 4.86652 -1.90452 0.24517 0.11
C 2.84159 -0.90191 1.12583 -0.62
O 2.68577 0.23314 1.61169 -0.02
O 2.07587 -1.61703 0.46497 -0.01